(1)
{"formula": "C25H26ClCrN4O2S2", "method": "ωB97M-V/def2-TZVPD", "orbital_gap_ha": [0.2732, 0.2654], "spin_multiplicity": 4, "mol_weight_g_mol": 566.09, "e_homo_ha": [-0.2755, -0.2743], "symbols": ["Cr", "C", "C", "N", "N", "C", "S", "S", "C", "C", "C", "C", "C", "C", "C", "C", "C", "C", "C", "C", "C", "O", "H", "H", "H", "H", "H", "H", "H", "H", "H", "H", "H", "H", "H", "H", "C", "N", "C", "N", "O", "H", "H", "H", "H", "H", "H", "Cl", "C", "C", "C", "C", "C", "C", "C", "H", "H", "H", "H", "H", "H"], "coordinates": [[-0.3746, 0.2513, -1.2964], [-1.5562, 3.1533, -0.4455], [-1.8021, 1.7224, -0.0377], [-2.3360, 0.9398, -0.9362], [-3.1638, -0.1007, -0.5124], [-2.9782, -1.2292, -1.1034], [-1.5972, -1.6223, -2.0736], [-4.2246, -2.4819, -1.0377], [-5.1946, -2.0452, 0.4462], [-4.9871, -3.0317, 1.5604], [-3.8700, -2.9215, 2.3798], [-3.6277, -3.8614, 3.3690], [-4.5020, -4.9295, 3.5488], [-5.6201, -5.0444, 2.7343], [-5.8585, -4.0982, 1.7436], [-1.7131, 1.2904, 1.3620], [-2.3545, 1.9315, 2.4221], [-2.2779, 1.4105, 3.7030], [-1.5149, 0.2573, 3.9106], [-0.8481, -0.3716, 2.8736], [-0.9445, 0.1106, 1.5570], [-0.3138, -0.4859, 0.5649], [-2.4132, 3.5152, -1.0111], [-0.6680, 3.2716, -1.0648], [-1.4247, 3.7564, 0.4528], [-6.2373, -2.0188, 0.1343], [-4.8776, -1.0407, 0.7157], [-3.1868, -2.0937, 2.2357], [-2.7519, -3.7627, 4.0005], [-4.3124, -5.6665, 4.3200], [-6.3080, -5.8699, 2.8690], [-6.7323, -4.1901, 1.1063], [-2.9384, 2.8277, 2.2329], [-2.7957, 1.8878, 4.5251], [-1.4502, -0.1636, 4.9085], [-0.2420, -1.2529, 3.0503], [2.8198, 3.2685, 2.0949], [1.7613, 2.7158, 1.2728], [1.9351, 2.1854, 0.0427], [3.1499, 2.2919, -0.5391], [0.9899, 1.6243, -0.5210], [2.3707, 3.7428, 2.9629], [3.3680, 4.0435, 1.5563], [3.5236, 2.5079, 2.4406], [0.8944, 2.4347, 1.7091], [3.8845, 2.8423, -0.1366], [3.2293, 2.0076, -1.5042], [1.5768, -0.9098, -2.1200], [2.1988, 0.4081, -3.1266], [3.5479, 0.4533, -3.4097], [4.0389, 1.5782, -4.0647], [3.1649, 2.6078, -4.3949], [1.8057, 2.5037, -4.1143], [1.2694, 1.3808, -3.4843], [-0.1774, 1.1789, -3.1622], [4.2017, -0.3587, -3.1132], [5.0944, 1.6505, -4.2953], [3.5427, 3.4955, -4.8880], [1.1333, 3.3069, -4.3930], [-0.7626, 2.0827, -3.3319], [-0.5732, 0.3990, -3.8190]]}

(2)
{"formula": "C25H26IrN7O4S", "method": "ωB97M-V/def2-TZVPD", "total_charge": 2, "orbital_gap_ha": [0.2329, 0.2308], "spin_multiplicity": 5, "mol_weight_g_mol": 712.81, "e_homo_ha": [-0.5089, -0.5493], "symbols": ["Ir", "C", "C", "C", "C", "C", "C", "N", "C", "C", "C", "C", "C", "C", "N", "N", "C", "C", "C", "C", "C", "N", "H", "H", "H", "H", "H", "H", "H", "H", "H", "H", "H", "H", "H", "C", "C", "S", "O", "O", "C", "C", "N", "C", "N", "C", "C", "N", "O", "O", "C", "H", "H", "H", "H", "H", "H", "H", "H", "H", "H", "H", "H", "H"], "coordinates": [[-0.1011, 0.3183, -0.2383], [4.1293, 1.3128, -3.3077], [3.1227, 0.3616, -3.4531], [2.3988, -0.0495, -2.3530], [2.7044, 0.4725, -1.0812], [3.7152, 1.4429, -0.9405], [4.4149, 1.8559, -2.0546], [1.9301, 0.0605, -0.0079], [2.4070, -0.0607, 1.2755], [3.7616, -0.2368, 1.5990], [4.1280, -0.3963, 2.9210], [3.1781, -0.3979, 3.9462], [1.8303, -0.2630, 3.6526], [1.4563, -0.0951, 2.3308], [0.1339, 0.0268, 1.8870], [-0.8417, -0.2238, 2.6153], [-2.0570, -0.2028, 1.8827], [-3.2391, -0.3707, 2.5742], [-4.4262, -0.4093, 1.8542], [-4.3805, -0.2899, 0.4739], [-3.1563, -0.1399, -0.1550], [-2.0074, -0.0904, 0.5316], [4.6912, 1.6372, -4.1731], [2.9129, -0.0626, -4.4253], [1.6325, -0.8108, -2.4431], [3.9093, 1.8872, 0.0270], [5.1852, 2.6085, -1.9555], [4.5047, -0.2962, 0.8159], [5.1714, -0.5440, 3.1645], [3.4960, -0.5263, 4.9713], [1.0769, -0.2849, 4.4279], [-3.2086, -0.4715, 3.6495], [-5.3694, -0.5429, 2.3658], [-5.2788, -0.3288, -0.1251], [-3.0805, -0.0687, -1.2315], [-3.9098, 6.7241, -4.3612], [-2.7425, 7.6758, -4.1633], [-1.2071, 6.8752, -3.7787], [-1.0928, 5.6382, -4.5194], [-0.1457, 7.8400, -3.8359], [-1.3473, 6.3560, -2.0647], [0.0135, 5.7585, -1.7132], [-0.0882, 4.6025, -0.8052], [-0.0351, 3.3288, -1.2304], [-0.1091, 2.4927, -0.1887], [-0.2229, 3.2551, 0.9455], [-0.2177, 4.5534, 0.5662], [-0.3422, 5.7080, 1.4232], [-0.3439, 5.4814, 2.6102], [-0.4675, 6.7880, 0.8861], [0.1355, 2.9242, -2.6494], [-4.7520, 7.2736, -4.7777], [-4.2368, 6.2856, -3.4176], [-3.6441, 5.9246, -5.0497], [-2.9085, 8.3980, -3.3621], [-2.5046, 8.2434, -5.0655], [-2.1385, 5.6055, -2.0364], [-1.5989, 7.1954, -1.4207], [0.6704, 6.5024, -1.2772], [0.4904, 5.3698, -2.6107], [-0.2980, 2.8568, 1.9421], [-0.5881, 3.4172, -3.3014], [0.0219, 1.8436, -2.7373], [1.1322, 3.1897, -3.0085]]}

(3)
{"formula": "C25H26N6O3S", "method": "ωB97M-V/def2-TZVPD", "orbital_gap_ha": 0.3308, "mol_weight_g_mol": 490.59, "e_homo_ha": -0.3109, "smiles": "Cc1ccc(C)c(N(C(=O)Cn2nnc(-c3cccs3)n2)[C@H](C(=O)NC2CC2)c2ccc(C)o2)c1", "symbols": ["C", "C", "C", "C", "C", "C", "C", "N", "C", "O", "C", "N", "N", "N", "C", "C", "C", "C", "C", "S", "N", "C", "C", "O", "N", "C", "C", "C", "C", "C", "C", "C", "C", "O", "C", "H", "H", "H", "H", "H", "H", "H", "H", "H", "H", "H", "H", "H", "H", "H", "H", "H", "H", "H", "H", "H", "H", "H", "H", "H", "H"], "coordinates": [[3.0529, 2.5457, 0.6759], [2.4137, 1.2324, 1.0008], [3.0033, 0.3223, 1.8683], [2.4068, -0.8970, 2.1277], [1.2117, -1.2682, 1.5234], [0.5896, -2.5979, 1.8129], [0.6330, -0.3590, 0.6375], [-0.6049, -0.6501, -0.0077], [-0.7737, -1.3817, -1.1214], [-1.8570, -1.5279, -1.6516], [0.4587, -2.0874, -1.7082], [1.6543, -1.3113, -1.7053], [1.8000, -0.1831, -2.3503], [2.9782, 0.2560, -2.0907], [3.5533, -0.6439, -1.2641], [4.8596, -0.5141, -0.7029], [5.4886, -1.3844, 0.1463], [6.7582, -0.9277, 0.5417], [7.0727, 0.2772, -0.0073], [5.8278, 0.8824, -1.0221], [2.7222, -1.6548, -1.0182], [-1.7897, -0.0165, 0.5746], [-2.9038, -1.0967, 0.6484], [-2.6949, -2.1254, 1.2572], [-4.0752, -0.7562, 0.0965], [-5.1707, -1.6670, 0.0115], [-5.8245, -1.9091, -1.3154], [-6.5385, -1.1224, -0.2534], [-2.1515, 1.2469, -0.1289], [-2.3451, 1.5512, -1.4458], [-2.6563, 2.9333, -1.4889], [-2.6334, 3.3767, -0.2002], [-2.8799, 4.7185, 0.3887], [-2.3263, 2.3559, 0.6314], [1.2121, 0.8802, 0.4024], [3.3269, 2.5677, -0.3790], [3.9482, 2.7018, 1.2720], [2.3589, 3.3648, 0.8578], [3.9414, 0.5698, 2.3438], [2.8792, -1.5859, 2.8124], [0.7475, -2.8636, 2.8559], [1.0582, -3.3708, 1.2027], [-0.4795, -2.5938, 1.6102], [0.6537, -2.9943, -1.1311], [0.1961, -2.3580, -2.7352], [5.0390, -2.3070, 0.4634], [7.4093, -1.4689, 1.2045], [7.9697, 0.8495, 0.1231], [-1.5404, 0.2333, 1.6129], [-4.0974, 0.0447, -0.5193], [-5.0397, -2.4924, 0.6977], [-6.1672, -2.9060, -1.5415], [-5.4349, -1.3772, -2.1693], [-7.3777, -1.5749, 0.2510], [-6.6389, -0.0566, -0.3941], [-2.2678, 0.8765, -2.2735], [-2.8648, 3.5141, -2.3636], [-3.6972, 4.6738, 1.1074], [-3.1332, 5.4223, -0.3980], [-1.9929, 5.0726, 0.9128], [0.7322, 1.5616, -0.2861]]}

(4)
{"formula": "C25H27AsBrFO2PtS", "method": "ωB97M-V/def2-TZVPD", "total_charge": -2, "orbital_gap_ha": 0.1727, "mol_weight_g_mol": 760.46, "e_homo_ha": -0.0239, "symbols": ["Pt", "O", "C", "O", "C", "C", "C", "C", "C", "C", "S", "H", "H", "H", "H", "Br", "C", "C", "C", "C", "C", "C", "H", "H", "H", "H", "C", "C", "As", "C", "C", "C", "C", "H", "H", "H", "H", "H", "H", "H", "H", "H", "H", "H", "H", "H", "H", "H", "F", "C", "C", "C", "C", "C", "C", "H", "H", "H", "H"], "coordinates": [[0.4033, 0.0260, -0.1314], [-3.5586, 1.2947, -0.3020], [-2.6278, 0.6282, -0.7511], [-1.8128, -0.0934, -0.0614], [-2.4860, 0.4812, -2.2558], [-3.5369, -0.1078, -2.9528], [-3.4463, -0.3709, -4.3145], [-2.2777, -0.0281, -4.9886], [-1.2259, 0.5629, -4.3014], [-1.2995, 0.8249, -2.9232], [0.0163, 1.6191, -2.0694], [-4.4422, -0.3559, -2.4091], [-4.2730, -0.8374, -4.8388], [-2.1896, -0.2179, -6.0539], [-0.3143, 0.8350, -4.8205], [7.0681, -0.4382, 0.2548], [5.1594, -0.3122, 0.0779], [4.3857, -1.4331, 0.3078], [3.0039, -1.3305, 0.1664], [2.3693, -0.1465, -0.2350], [3.2087, 0.9540, -0.4650], [4.5901, 0.8869, -0.3106], [4.8481, -2.3692, 0.5961], [2.3996, -2.2090, 0.3675], [2.7669, 1.8914, -0.7810], [5.2079, 1.7610, -0.4739], [-0.1606, -5.0711, 1.8983], [-0.2617, -4.7034, 0.4176], [-0.8146, -2.7898, 0.1655], [-2.7048, -3.0608, 0.6906], [-3.5682, -3.9396, -0.2130], [-0.9979, -2.9516, -1.7971], [0.3078, -2.6402, -2.5274], [0.1982, -6.0945, 2.0490], [-1.1319, -4.9871, 2.3915], [0.5212, -4.3928, 2.4175], [-0.9648, -5.3647, -0.0993], [0.7117, -4.8286, -0.0643], [-3.1187, -2.0520, 0.7464], [-2.6925, -3.4539, 1.7094], [-3.5384, -3.5898, -1.2460], [-4.6154, -3.9138, 0.1078], [-3.2461, -4.9845, -0.2029], [-1.7658, -2.2386, -2.1087], [-1.3465, -3.9582, -2.0409], [0.6611, -1.6407, -2.2657], [0.1683, -2.6691, -3.6115], [1.1011, -3.3465, -2.2615], [-0.4842, 0.4253, 6.0208], [-0.2216, 0.3846, 4.6714], [0.7975, -0.4214, 4.2136], [1.0425, -0.4533, 2.8401], [0.3110, 0.3160, 1.9235], [-0.7045, 1.1140, 2.4505], [-0.9795, 1.1546, 3.8184], [1.3716, -1.0177, 4.9157], [1.8355, -1.0988, 2.4780], [-1.3140, 1.7163, 1.7855], [-1.7886, 1.7596, 4.2121]]}

(5)
{"formula": "C25H27B2Cl4F6O3", "method": "ωB97M-V/def2-TZVPD", "total_charge": -1, "orbital_gap_ha": 0.1292, "mol_weight_g_mol": 652.91, "e_homo_ha": -0.1641, "symbols": ["Cl", "B", "Cl", "Cl", "O", "C", "C", "C", "C", "C", "Cl", "C", "C", "H", "H", "H", "H", "H", "C", "C", "C", "O", "B", "C", "C", "C", "C", "F", "F", "F", "C", "C", "C", "F", "F", "F", "C", "C", "C", "C", "C", "O", "C", "C", "C", "H", "H", "H", "H", "H", "H", "H", "H", "H", "H", "H", "H", "H", "H", "H", "H", "H", "H", "H", "H", "H", "H"], "coordinates": [[4.6585, 2.1498, 6.0586], [3.6632, 0.5812, 6.0577], [4.0455, -0.4097, 4.5421], [4.0646, -0.4140, 7.5633], [2.2519, 0.9146, 6.0669], [1.4192, -0.1343, 6.0849], [0.0373, 0.0395, 6.0888], [-0.8799, -1.0417, 6.0925], [-2.2280, -0.7913, 6.0923], [-2.7009, 0.5162, 6.0894], [-4.3974, 0.8199, 6.0851], [-1.8144, 1.5870, 6.0892], [-0.4658, 1.3583, 6.0880], [1.8625, -1.1153, 6.0963], [-0.5123, -2.0531, 6.0963], [-2.9432, -1.5967, 6.0968], [-2.2032, 2.5897, 6.0914], [0.2424, 2.1699, 6.0899], [-3.6154, -1.8367, -3.0352], [-2.1936, -1.2672, -3.0318], [-1.8628, -0.6211, -4.3821], [-2.0861, -0.2618, -2.0204], [-0.6345, -0.2787, -1.6546], [0.0745, 0.9884, -2.3286], [1.3992, 0.9475, -2.6800], [2.0207, 2.0747, -3.1693], [3.5010, 2.0395, -3.5004], [3.7434, 2.8871, -4.5179], [4.1901, 2.4160, -2.4065], [3.8407, 0.7832, -3.8481], [1.2935, 3.2428, -3.3026], [-0.0446, 3.2846, -2.9620], [-0.8360, 4.5751, -3.0769], [-2.1336, 4.2770, -3.2829], [-0.6985, 5.2637, -1.9278], [-0.3548, 5.2934, -4.1089], [-0.6465, 2.1481, -2.4703], [-0.4682, -0.1640, -0.0367], [0.9380, -0.2314, 0.4034], [1.6291, -1.3566, 0.4211], [3.0452, -1.4284, 0.8353], [0.0029, -1.5499, -2.1288], [-1.0831, -2.3399, -2.6261], [-1.5827, -3.2307, -1.4845], [-0.6069, -3.1920, -3.8064], [-3.7121, -2.6519, -3.7496], [-3.8867, -2.2032, -2.0474], [-4.3295, -1.0581, -3.2982], [-1.9777, -1.3295, -5.2011], [-2.5190, 0.2282, -4.5643], [-0.8376, -0.2541, -4.3786], [1.9499, 0.0303, -2.5724], [1.7709, 4.1256, -3.6881], [-1.6882, 2.1644, -2.2045], [-0.9501, 0.7740, 0.2458], [-1.0510, -0.9831, 0.3804], [1.4386, 0.6841, 0.6737], [1.1376, -2.2613, 0.1041], [3.4138, -2.4555, 0.8640], [3.6798, -0.8701, 0.1459], [3.1784, -1.0002, 1.8301], [-2.3681, -3.9049, -1.8206], [-0.7663, -3.8296, -1.0855], [-1.9793, -2.6178, -0.6778], [-1.4288, -3.7627, -4.2360], [-0.1675, -2.5678, -4.5820], [0.1622, -3.8895, -3.4786]]}

(6)
{"formula": "C25H27BrCl7N7SSc", "method": "ωB97M-V/def2-TZVPD", "total_charge": 1, "orbital_gap_ha": 0.2786, "mol_weight_g_mol": 830.64, "e_homo_ha": -0.3751, "symbols": ["Sc", "Cl", "C", "C", "C", "Cl", "C", "Cl", "C", "Cl", "C", "Cl", "Cl", "C", "C", "C", "C", "C", "Cl", "C", "S", "H", "H", "H", "C", "N", "C", "C", "C", "N", "C", "C", "H", "H", "H", "H", "H", "H", "H", "H", "H", "H", "H", "H", "H", "H", "H", "H", "Br", "C", "C", "C", "C", "C", "N", "H", "H", "H", "H", "N", "C", "N", "N", "C", "N", "H", "H", "H", "H"], "coordinates": [[-0.4613, 0.3043, 0.0075], [-1.6757, 2.1157, 3.1628], [-0.0440, 2.4346, 2.6659], [0.5220, 1.6641, 1.6424], [1.8803, 1.9468, 1.4651], [2.7658, 0.9825, 0.3129], [2.6038, 2.9062, 2.1654], [4.2762, 3.1662, 1.8433], [1.9677, 3.6684, 3.1366], [2.8189, 4.8750, 4.0060], [0.6259, 3.4114, 3.4030], [-0.1678, 4.2937, 4.6458], [-1.5383, -0.9647, -2.3259], [-0.5874, -2.3413, -2.7937], [-1.0881, -3.2330, -3.7215], [-0.3089, -4.3143, -4.0943], [0.9434, -4.4921, -3.5277], [1.4165, -3.5945, -2.5870], [2.9670, -3.8615, -1.8776], [0.6619, -2.4771, -2.1900], [1.2854, -1.3252, -1.0433], [-2.0719, -3.0865, -4.1456], [-0.6807, -5.0207, -4.8223], [1.5539, -5.3398, -3.8055], [-2.7916, -2.2144, 0.3445], [-2.3999, -0.9510, 1.0017], [-2.0840, -1.2984, 2.4080], [-3.5646, -0.0342, 1.0314], [-3.8242, 0.6565, -0.2963], [-2.6972, 1.4979, -0.7366], [-2.7212, 2.7873, -0.0223], [-2.8916, 1.8315, -2.1595], [-3.4626, -2.7867, 0.9930], [-1.9082, -2.8199, 0.1396], [-3.3043, -2.0314, -0.5953], [-2.9792, -1.6796, 2.9120], [-1.7227, -0.4296, 2.9498], [-1.3162, -2.0642, 2.4252], [-3.3796, 0.7117, 1.8020], [-4.4624, -0.5924, 1.3220], [-4.7363, 1.2586, -0.1995], [-4.0107, -0.0911, -1.0689], [-3.6755, 3.3014, -0.1869], [-1.9187, 3.4215, -0.3974], [-2.5835, 2.6494, 1.0424], [-3.8139, 2.4067, -2.2988], [-2.9576, 0.9406, -2.7758], [-2.0520, 2.4302, -2.5053], [1.0281, -0.3073, 4.4430], [1.7074, -1.7048, 3.3468], [2.8595, -2.3451, 3.7723], [3.3266, -3.3989, 3.0067], [2.5981, -3.7861, 1.8945], [1.4541, -3.0790, 1.5735], [1.0165, -2.0193, 2.2627], [3.3572, -2.0218, 4.6742], [4.2320, -3.9171, 3.2922], [2.9086, -4.6238, 1.2874], [0.8493, -3.3831, 0.7314], [3.7568, 3.1836, -1.8412], [2.9507, 3.3383, -2.8921], [3.4129, 3.9435, -3.9904], [1.6925, 2.9487, -2.9226], [0.9619, 2.3255, -2.0950], [0.1617, 1.7664, -1.4540], [4.7189, 3.4729, -1.8730], [3.4435, 2.6960, -1.0141], [4.3622, 4.2574, -4.0773], [2.7944, 4.0355, -4.7764]]}